{"formula": "C27H56FNO10", "method": "ωB97M-V/def2-TZVPD", "max_force_ha_per_bohr": 0.0912, "molar_mass_g_mol": 573.740, "smiles": "C=CCc1c(F)ccc2c1C(=O)NC2=O.CCO.CCO.CCO.CCO.CCO.CCO.CCO.CCO", "e_tot_ev": -53579.4942, "homo_ev": -7.6800, "species": ["C", "C", "C", "C", "C", "F", "C", "C", "C", "C", "C", "O", "N", "C", "O", "H", "H", "H", "H", "H", "H", "H", "H", "C", "C", "O", "H", "H", "H", "H", "H", "H", "C", "C", "O", "H", "H", "H", "H", "H", "H", "C", "C", "O", "H", "H", "H", "H", "H", "H", "C", "C", "O", "H", "H", "H", "H", "H", "H", "C", "C", "O", "H", "H", "H", "H", "H", "H", "C", "C", "O", "H", "H", "H", "H", "H", "H", "C", "C", "O", "H", "H", "H", "H", "H", "H", "C", "C", "O", "H", "H", "H", "H", "H", "H"], "coordinates": [[0.50134, -3.41393, 1.71744], [-0.19199, -4.61745, 1.32397], [-1.40374, -4.54975, 0.24647], [-2.60546, -3.78491, 1.00979], [-3.74667, -4.59288, 1.72443], [-3.74121, -6.02512, 1.68542], [-4.91197, -3.89194, 2.51551], [-4.93987, -2.33057, 2.57717], [-3.80820, -1.58131, 1.84125], [-2.64244, -2.23911, 1.04744], [-1.69464, -1.12984, 0.42013], [-0.59411, -1.19705, -0.16438], [-2.43915, 0.14137, 0.61679], [-3.47164, -0.03479, 1.68818], [-3.92222, 0.92787, 2.34498], [1.19388, -2.82930, 1.00188], [0.34028, -2.99140, 2.77255], [0.09821, -5.61165, 1.79846], [-1.72201, -5.59099, -0.11755], [-1.11556, -3.84611, -0.62737], [-5.71126, -4.52238, 3.05413], [-5.71321, -1.71714, 3.13808], [-2.88988, 0.24865, -0.31495], [4.12355, -4.81218, -0.50137], [4.11818, -4.31287, 0.92980], [3.18618, -5.05615, 1.70634], [3.12736, -4.72194, -0.94260], [4.83169, -4.24509, -1.11027], [4.39519, -5.87136, -0.54057], [3.82553, -3.26122, 0.96637], [5.11037, -4.41111, 1.38178], [3.45604, -5.98374, 1.67706], [-0.45458, 3.28514, -1.61957], [-0.14077, 3.89112, -0.26581], [-1.26579, 3.77038, 0.59752], [-1.31713, 3.78255, -2.07164], [0.39926, 3.37562, -2.29558], [-0.71307, 2.22659, -1.51907], [0.09557, 4.95253, -0.36751], [0.71478, 3.39017, 0.19863], [-1.46389, 2.82792, 0.69029], [0.88943, -0.16048, -3.93620], [1.84441, -1.05709, -3.17484], [2.02879, -0.56608, -1.85309], [1.27226, 0.86240, -3.97690], [0.74283, -0.52217, -4.95634], [-0.08231, -0.11780, -3.43444], [2.82051, -1.08196, -3.66469], [1.45907, -2.08086, -3.12067], [1.16351, -0.55278, -1.42226], [1.09376, 7.84793, 1.36058], [1.82767, 8.07011, 0.05289], [1.18686, 7.35607, -0.99778], [1.06460, 6.78357, 1.60805], [1.57964, 8.38684, 2.17754], [0.05616, 8.18604, 1.28423], [2.85650, 7.71140, 0.12643], [1.85021, 9.13336, -0.20679], [0.28033, 7.68479, -1.06275], [1.27772, -1.44477, 5.72773], [1.74637, -2.88647, 5.71491], [1.20243, -3.58743, 6.82740], [1.58137, -0.95101, 6.65454], [1.69216, -0.89170, 4.88123], [0.18566, -1.39239, 5.68146], [2.83509, -2.93521, 5.78306], [1.43509, -3.39064, 4.79480], [0.23978, -3.54709, 6.75503], [4.00115, 1.44661, -6.96310], [2.80922, 0.84309, -7.67606], [1.61822, 1.13199, -6.95498], [4.08180, 1.04970, -5.94741], [4.92915, 1.23309, -7.49940], [3.88798, 2.53091, -6.87300], [2.91298, -0.24213, -7.74412], [2.71273, 1.24428, -8.69004], [1.53317, 2.09454, -6.90932], [-7.05698, -3.86755, 6.93596], [-6.97215, -2.60456, 6.10234], [-7.25350, -2.89616, 4.73719], [-6.34986, -4.61677, 6.57018], [-6.83739, -3.65816, 7.98541], [-8.05501, -4.31036, 6.86702], [-5.96840, -2.17764, 6.15647], [-7.68599, -1.85423, 6.45594], [-8.14592, -3.26496, 4.69544], [2.31660, 5.43417, -4.35451], [3.05357, 5.65405, -5.66102], [2.41081, 4.93635, -6.70835], [2.28747, 4.36954, -4.10701], [2.79967, 5.97304, -3.53617], [1.27886, 5.77161, -4.43306], [4.08199, 5.29460, -5.58471], [3.07819, 6.71605, -5.92475], [1.50473, 5.26572, -6.77558]], "forces_ev_per_a": [[-0.7, -1.2, -0.6], [0.4, 1.8, -0.2], [1.0, 0.6, 0.1], [-1.5, 0.4, 0.9], [-0.4, 3.0, 0.4], [0.1, 3.5, 0.0], [2.6, 1.8, -1.6], [3.3, -1.7, -2.0], [1.4, -1.8, -0.9], [-2.8, -2.6, 2.2], [0.6, -0.6, -0.3], [-4.0, 0.0, 1.9], [0.0, -1.4, 0.0], [-1.7, 1.2, 1.5], [1.6, -3.6, -2.6], [-2.5, -0.1, 0.7], [1.7, -1.5, -1.1], [-1.7, 1.5, 0.4], [0.4, 1.7, 0.5], [-0.4, -1.3, 1.3], [1.5, 1.2, -1.0], [1.0, -1.3, -0.8], [0.2, 0.7, 0.9], [0.0, 0.1, -0.2], [0.0, -0.4, -0.1], [0.0, -0.1, 0.2], [0.1, 0.1, 0.1], [0.0, -0.1, 0.0], [0.1, 0.1, 0.0], [-0.1, -0.1, 0.1], [0.1, 0.2, -0.1], [0.0, 0.2, 0.0], [0.0, 0.0, -0.2], [-0.2, -0.3, 0.0], [-0.1, 0.1, 0.1], [0.1, 0.1, 0.0], [0.0, -0.1, 0.0], [0.1, 0.0, 0.0], [-0.1, -0.1, 0.1], [0.1, 0.1, -0.1], [0.0, 0.2, 0.0], [-0.1, 0.0, -0.2], [-0.4, 0.2, 0.2], [0.2, 0.0, 0.1], [0.0, -0.1, -0.1], [0.0, 0.1, 0.0], [0.0, -0.1, 0.0], [0.0, 0.0, 0.2], [0.0, -0.1, -0.2], [0.1, 0.0, 0.0], [0.0, -0.1, 0.2], [-0.4, 0.1, 0.1], [0.0, -0.1, -0.3], [0.1, 0.1, 0.0], [-0.1, 0.0, 0.0], [0.1, 0.1, 0.0], [-0.1, 0.0, -0.2], [0.1, 0.0, 0.1], [0.2, -0.1, 0.0], [0.1, 0.2, 0.0], [-0.4, 0.1, 0.0], [0.0, -0.2, 0.2], [0.1, -0.1, -0.1], [-0.1, 0.0, 0.0], [0.0, 0.0, -0.1], [-0.1, -0.1, 0.1], [0.2, 0.1, -0.1], [0.2, 0.0, 0.0], [0.2, 0.0, 0.1], [0.0, 0.4, 0.1], [-0.3, -0.1, 0.0], [0.0, -0.1, -0.1], [0.0, 0.0, 0.0], [0.0, 0.0, -0.1], [-0.2, 0.1, 0.1], [0.2, -0.1, -0.1], [0.1, -0.2, 0.0], [0.1, -0.1, 0.1], [-0.3, -0.2, 0.1], [0.0, 0.0, -0.3], [0.0, 0.1, 0.1], [0.0, -0.1, 0.0], [0.0, 0.1, 0.1], [-0.1, 0.0, -0.2], [0.1, 0.0, 0.1], [0.2, 0.1, 0.0], [0.1, 0.0, 0.2], [-0.4, 0.0, 0.2], [0.0, -0.2, -0.3], [0.1, 0.1, 0.0], [-0.1, 0.0, 0.0], [0.1, 0.1, 0.0], [-0.1, -0.1, -0.2], [0.1, 0.0, 0.1], [0.2, -0.1, 0.0]], "mulliken_charge": [-0.34, -0.30, -0.54, 0.30, 0.39, -0.30, -0.62, -0.58, 0.04, 0.55, -0.10, -0.46, -0.05, 0.11, -0.55, 0.11, 0.08, 0.35, 0.40, 0.18, 0.38, 0.47, 0.32, -1.01, -0.26, -0.44, 0.22, 0.34, 0.37, 0.27, 0.30, 0.26, -0.55, 0.10, -0.54, 0.32, 0.02, 0.11, 0.02, 0.25, 0.28, -0.75, -0.25, -0.51, 0.08, 0.31, 0.33, 0.31, 0.22, 0.30, -0.98, -0.26, -0.47, 0.24, 0.35, 0.31, 0.27, 0.27, 0.26, -1.04, 0.05, -0.53, 0.33, 0.31, 0.31, 0.28, 0.05, 0.30, -0.76, -0.28, -0.46, 0.20, 0.35, 0.13, 0.29, 0.27, 0.26, -1.08, -0.20, -0.48, 0.28, 0.33, 0.33, 0.30, 0.29, 0.26, -0.80, -0.38, -0.48, 0.15, 0.32, 0.32, 0.29, 0.32, 0.28]}